No. 1
15
Properties=species:S:1:pos:R:3:nbo_charge:R:1 method="wB97M-V/def2-TZVPD" de_lowest_ev=2.801 orbital_gap_ev="8.73 / 8.73" smiles="CN(C)[SH](=N)=N"
C -1.16 -1.16 -0.16 -0.453
N -0.59 0.17 -0.61 -0.523
C -1.35 1.16 -0.04 -0.449
S 1.48 -0.07 -0.20 1.527
N 2.04 -1.37 0.51 -1.109
N 2.37 1.18 0.21 -1.029
H -2.18 -0.98 -0.51 0.215
H -0.62 -1.88 -0.81 0.215
H -0.93 -1.31 0.93 0.201
H -0.77 2.19 0.12 0.198
H -2.25 1.44 -0.56 0.215
H -1.67 0.96 0.96 0.168
H 1.60 -0.70 -1.38 0.069
H 2.19 -1.68 1.46 0.398
H 1.83 2.05 0.07 0.358



No. 2
15
Properties=species:S:1:pos:R:3:nbo_charge:R:1 method="wB97M-V/def2-TZVPD" de_lowest_ev=3.546 orbital_gap_ev=11.19 charge=+1
C 1.45 -1.15 -0.56 -0.287
C 0.92 0.11 -0.07 0.539
N 2.17 0.16 -0.28 -0.168
N -2.84 0.20 0.08 -1.102
N 3.19 0.45 0.51 -0.602
N -0.13 0.77 0.26 -0.687
H 1.64 -1.89 0.24 0.225
H 1.40 -1.40 -1.63 0.252
H -3.10 -0.25 -0.76 0.385
H -3.32 1.15 0.14 0.401
H 3.97 0.70 -0.17 0.392
H 3.40 -0.44 0.99 0.368
H -1.13 0.47 0.17 0.464
H 0.02 1.72 0.51 0.417
H -3.24 -0.49 0.85 0.403



No. 3
15
Properties=species:S:1:pos:R:3:nbo_charge:R:1 method="wB97M-V/def2-TZVPD" de_lowest_ev=5.199 orbital_gap_ev=9.47 charge=+1
C -0.82 -1.71 -0.16 0.742
C 1.28 2.06 0.08 -0.404
N 0.04 -2.34 -0.75 -0.650
N -1.72 -1.77 0.69 -0.798
N -0.53 0.44 -0.52 -0.750
N 0.66 0.64 0.21 -0.373
H 0.26 2.59 0.25 0.243
H 1.89 2.17 0.93 0.223
H 1.80 2.24 -0.84 0.241
H 0.58 -1.88 -1.46 0.414
H -2.14 -2.62 0.95 0.440
H -2.27 -1.00 0.99 0.451
H -0.60 0.64 -1.59 0.386
H 0.30 0.74 1.16 0.426
H 1.29 -0.20 0.06 0.409



No. 4
16
Properties=species:S:1:pos:R:3:nbo_charge:R:1 method="wB97M-V/def2-TZVPD" de_lowest_ev=7.562 orbital_gap_ev=9.92 charge=+1
C -0.97 -0.13 0.14 0.537
C -3.31 -0.64 -0.66 -0.430
N 0.04 0.45 0.40 -0.512
N 2.61 -0.58 -0.38 -0.563
N -2.24 -0.06 0.20 -0.173
N 2.42 0.41 0.66 -0.608
O -2.60 0.58 1.42 -0.491
H -3.13 -0.10 -1.61 0.229
H -3.22 -1.71 -0.80 0.227
H -4.31 -0.40 -0.40 0.257
H 1.91 -0.29 -0.95 0.368
H 3.51 -0.31 -0.64 0.375
H 1.43 0.62 0.86 0.444
H 2.24 -0.16 1.62 0.430
H 2.98 1.29 0.78 0.434
H -2.62 -0.13 2.09 0.477



No. 5
16
Properties=species:S:1:pos:R:3:nbo_charge:R:1 method="wB97M-V/def2-TZVPD" de_lowest_ev=0.936 orbital_gap_ev=10.05 charge=+1
C -0.96 -0.11 -0.53 0.372
C 2.69 0.46 0.26 0.012
N -0.57 -0.03 -1.80 -0.745
N -1.46 0.91 0.16 -0.759
N -1.39 -1.27 1.80 -0.976
N 1.77 0.77 -0.54 -0.688
S -1.05 -1.69 0.18 0.521
H 2.43 -0.03 1.25 0.168
H 3.73 0.58 0.04 0.165
H -0.13 -0.80 -2.31 0.447
H -0.47 0.95 -2.14 0.417
H -1.54 1.73 -0.50 0.433
H -1.55 0.71 1.18 0.473
H -2.39 -1.31 1.93 0.389
H -1.08 -2.06 2.43 0.423
H 1.97 1.18 -1.42 0.347



No. 6
16
Properties=species:S:1:pos:R:3:nbo_charge:R:1 method="wB97M-V/def2-TZVPD" de_lowest_ev=2.198 orbital_gap_ev=8.83
C -1.26 -0.24 -0.24 0.260
N 0.10 -0.34 0.25 -0.733
C 1.10 0.23 -0.35 0.628
N -2.12 -0.88 0.75 -0.834
N -1.76 1.11 -0.44 -0.847
N 2.29 -0.33 0.75 -0.900
N 1.38 0.85 -1.41 -0.817
H 1.29 -0.74 1.18 0.490
H -1.29 -0.72 -1.23 0.138
H -1.82 -1.83 0.90 0.359
H -1.71 1.61 0.44 0.358
H -3.07 -0.87 0.42 0.365
H -1.19 1.58 -1.13 0.374
H 2.80 0.38 1.28 0.399
H 2.93 -1.00 0.33 0.399
H 2.33 1.20 -1.50 0.361



No. 7
17
Properties=species:S:1:pos:R:3:nbo_charge:R:1 method="wB97M-V/def2-TZVPD" de_lowest_ev=3.165 orbital_gap_ev="6.41 / 6.38" charge=+1
N -1.63 2.33 0.20 -0.673
N -0.81 1.28 -0.20 -0.286
N -1.33 0.01 -0.20 -0.366
C -0.49 -1.09 -0.06 0.409
N -1.14 -2.26 0.07 -0.754
C 0.92 -1.16 -0.01 -0.183
N 1.67 0.24 -0.07 -0.115
N 2.98 0.39 0.02 -0.482
H -2.46 2.42 -0.47 0.368
H -1.12 3.27 0.16 0.395
H 0.08 1.24 0.28 0.395
H -2.34 -0.29 -0.47 0.432
H -0.54 -3.05 0.17 0.411
H -2.12 -2.42 -0.05 0.418
H 1.43 -1.98 0.30 0.211
H 3.30 1.38 -0.08 0.422
H 3.61 -0.32 0.41 0.399



No. 8
13
Properties=species:S:1:pos:R:3:nbo_charge:R:1 method="wB97M-V/def2-TZVPD" de_lowest_ev=0.659 orbital_gap_ev=10.11 smiles=CNC.O
C -0.25 -1.37 0.07 -0.413
N 0.11 -0.02 -0.33 -0.658
C -0.69 0.84 -1.19 -0.413
H 0.55 -1.91 0.56 0.219
H -1.06 -1.42 0.81 0.193
H -0.61 -2.03 -0.79 0.161
H 1.02 -0.11 -0.75 0.363
H -1.45 0.43 -1.86 0.185
H 0.00 1.33 -1.89 0.201
H -1.17 1.58 -0.51 0.190
O 1.43 0.61 2.00 -0.980
H 0.84 0.79 1.23 0.491
H 1.27 1.27 2.66 0.462



No. 9
13
Properties=species:S:1:pos:R:3:nbo_charge:R:1 method="wB97M-V/def2-TZVPD" de_lowest_ev=7.552 orbital_gap_ev=4.69
C 1.14 0.44 -0.28 -0.524
N 0.53 -0.01 -1.49 -0.305
C -1.56 -1.18 -0.41 -0.660
H 2.23 0.51 -0.43 0.266
H 0.91 -0.33 0.53 0.335
H 0.77 1.33 0.24 0.276
H -0.63 -0.64 -0.92 0.198
H -2.57 -0.91 -0.72 0.223
H -1.44 -2.21 -0.75 0.220
H -1.42 -1.01 0.66 0.267
H -0.27 0.93 2.78 0.436
H 0.10 0.87 -1.78 0.359
O 0.11 0.74 1.91 -1.090



No. 10
13
Properties=species:S:1:pos:R:3:nbo_charge:R:1 method="wB97M-V/def2-TZVPD" de_lowest_ev=0.236 orbital_gap_ev=10.07 smiles=CCN.O
C -0.23 2.00 0.60 -0.604
C -1.54 1.23 0.45 -0.216
N -1.73 0.31 1.57 -0.842
H 0.60 1.32 0.75 0.201
H -0.06 2.59 -0.31 0.201
H -0.35 2.72 1.40 0.208
H -2.32 1.98 0.44 0.182
H -1.56 0.71 -0.51 0.163
H -2.70 0.13 1.76 0.358
H -1.29 -0.58 1.35 0.350
O 3.00 -2.94 -2.29 -0.932
H 3.35 -3.84 -2.33 0.466
H 2.92 -2.78 -1.34 0.466



No. 11
13
Properties=species:S:1:pos:R:3:nbo_charge:R:1 method="wB97M-V/def2-TZVPD" de_lowest_ev=1.304 orbital_gap_ev=10.71 smiles=COC.N
C -1.68 -0.90 -1.31 -0.250
O -1.96 -0.02 -0.28 -0.539
C -0.86 0.90 -0.07 -0.254
H -0.95 -0.42 -2.07 0.154
H -1.15 -1.87 -1.11 0.159
H -2.60 -1.27 -1.77 0.188
H -1.06 1.14 0.96 0.196
H 0.08 0.46 -0.02 0.165
H -0.90 1.71 -0.76 0.179
N 2.90 -0.09 1.71 -1.083
H 2.63 0.65 2.36 0.363
H 2.04 -0.48 1.35 0.358
H 3.52 0.19 1.00 0.364



No. 12
14
Properties=species:S:1:pos:R:3:nbo_charge:R:1 method="wB97M-V/def2-TZVPD" de_lowest_ev=0.724 orbital_gap_ev=10.42 smiles=NCO.CO
N 2.86 -0.10 -0.92 -0.874
C 2.78 -0.56 0.42 0.090
O 1.48 -0.61 0.99 -0.744
H 2.40 -0.56 -1.68 0.373
H 2.96 0.89 -1.06 0.374
H 3.41 0.10 1.02 0.164
H 3.20 -1.57 0.50 0.151
H 0.81 -0.47 0.31 0.467
C -3.11 0.73 -0.09 -0.254
O -4.24 -0.11 0.04 -0.720
H -3.46 1.70 -0.44 0.182
H -2.36 0.23 -0.72 0.160
H -2.61 1.02 0.84 0.165
H -4.11 -0.68 0.80 0.466